DFT (the ωB97M-V functional and the def2-TZVPD basis) results for C51H45CoOP2SSeSi as an isolated structure.

Last column: Mulliken charge in e.
CARTESIAN COORDINATES (ANGSTROEM)
Co -0.05398 0.09061 0.86713  -0.910
O 2.75464 0.90535 0.95849  -0.702
S 1.92678 0.17348 -0.00298  2.354
C 2.55470 -1.46177 -0.19698  -0.348
C 3.92701 -1.50258 -0.04902  -0.364
C 4.65313 -2.70126 -0.10303  -1.334
C 3.95437 -3.86564 -0.25916  0.310
C 4.42997 -5.29370 -0.35800  -0.902
C 3.13310 -6.14439 -0.35613  -0.771
C 2.01216 -5.13310 -0.38590  -0.113
C 0.65868 -5.29548 -0.42597  -1.313
C -0.14705 -4.14098 -0.41146  -0.060
C 0.35756 -2.85636 -0.36771  0.028
P -0.82507 -1.49795 -0.48611  2.698
C -1.17258 -1.37911 -2.26721  0.711
C -0.59910 -0.39615 -3.06264  -0.163
C -0.79934 -0.39790 -4.43766  -0.678
C -1.57558 -1.38548 -5.02231  -0.857
C -2.15537 -2.37234 -4.23237  -0.845
C -1.95533 -2.37389 -2.86106  -0.710
C -2.37453 -2.00647 0.28977  0.363
C -2.37490 -2.76740 1.45830  -0.441
C -3.56756 -3.03422 2.10747  -0.990
C -4.76036 -2.50667 1.62111  -0.708
C -4.76064 -1.72814 0.47410  -0.963
C -3.57036 -1.47814 -0.19414  -0.531
C 1.77067 -2.65305 -0.31463  -1.886
C 2.54517 -3.82834 -0.32883  1.540
C 2.14733 0.99063 -1.56197  0.315
C 3.12955 0.51271 -2.40227  -0.145
C 3.54002 1.20297 -3.55924  -1.342
C 2.93752 2.39446 -3.84553  0.309
C 3.15537 3.37032 -4.97644  -0.823
C 2.07775 4.46812 -4.76547  -0.962
C 1.37101 4.07441 -3.49166  0.348
C 0.33509 4.66276 -2.81869  -1.247
C -0.16374 4.00782 -1.68008  0.129
C 0.34781 2.81518 -1.19316  0.213
P -0.51352 2.14375 0.23273  3.050
C -2.26957 2.34295 -0.14445  0.365
C -3.16352 2.95926 0.72783  -0.934
C -4.51229 3.02888 0.39809  -0.767
C -4.96796 2.49577 -0.79925  -0.746
C -4.07338 1.89597 -1.67991  -0.695
C -2.73295 1.80563 -1.34788  -0.099
C -0.11446 3.17819 1.65168  0.983
C 0.82838 4.19930 1.57979  -0.827
C 1.13661 4.93104 2.71887  -0.897
C 0.51673 4.64229 3.92473  -0.611
C -0.41433 3.61050 4.00628  -0.915
C -0.71797 2.87088 2.87773  -0.858
C 1.44840 2.20334 -1.85241  -2.073
C 1.90657 2.86667 -3.00387  1.056
H 4.45166 -0.57237 0.13500  0.762
H 5.73144 -2.68223 -0.00871  0.491
H 4.99174 -5.43174 -1.28335  0.318
H 5.10375 -5.55157 0.45822  0.393
H 3.07974 -6.82172 -1.20795  0.343
H 3.05982 -6.76210 0.54013  0.302
H 0.19725 -6.27425 -0.46578  0.528
H -1.22165 -4.27673 -0.44032  0.581
H -0.00295 0.37890 -2.61822  0.455
H -0.34754 0.37385 -5.04888  0.574
H -1.73385 -1.38880 -6.09334  0.434
H -2.76147 -3.14579 -4.68635  0.488
H -2.41348 -3.14610 -2.25369  0.361
H -1.44314 -3.14468 1.86235  0.596
H -3.57177 -3.65401 2.99568  0.518
H -5.68868 -2.70201 2.14294  0.441
H -5.68841 -1.32157 0.09097  0.487
H -3.57440 -0.87836 -1.09150  0.483
H 3.61782 -0.42194 -2.17076  0.561
H 4.32593 0.79064 -4.17925  0.527
H 4.16445 3.78119 -4.93437  0.335
H 3.06156 2.87839 -5.94422  0.328
H 2.51377 5.46395 -4.68684  0.373
H 1.37097 4.50302 -5.59495  0.335
H -0.11781 5.58789 -3.15297  0.482
H -1.00970 4.45455 -1.16846  0.707
H -2.81788 3.40770 1.65021  0.507
H -5.20585 3.50994 1.07668  0.487
H -6.01964 2.55345 -1.05160  0.440
H -4.42409 1.50211 -2.62675  0.510
H -2.04283 1.34080 -2.03795  0.362
H 1.32370 4.42253 0.64415  0.382
H 1.86890 5.72610 2.66357  0.453
H 0.77119 5.21037 4.81076  0.443
H -0.89578 3.38442 4.95017  0.519
H -1.42100 2.04921 2.94022  0.353
C -1.88928 -0.15794 5.21368  -0.808
Si -0.12396 -0.69032 5.16378  0.569
C 1.12644 0.52781 5.71810  -0.911
C 0.13356 -2.43561 5.67771  -1.097
Se 0.37699 -0.79948 2.81473  -0.516
H -2.13573 0.28363 6.18613  0.389
H -2.53574 -1.02388 5.05857  0.311
H -2.10731 0.57742 4.43928  0.197
H 1.02443 0.70063 6.79484  0.414
H 1.00238 1.48108 5.19988  0.198
H 2.13234 0.15519 5.52024  0.352
H -0.07479 -2.56772 6.74407  0.389
H 1.16010 -2.75324 5.48943  0.314
H -0.54178 -3.08333 5.11620  0.301

Properties
HOMO level (alpha / beta)   -12.9 / -13.0 eV
Electronic energy   -195917.2591 eV
Net charge   +2
Gap between HOMO and LUMO (alpha / beta)   6.11 / 6.23 eV
M   933.91 g mol⁻¹

=====

DFT (the ωB97M-V functional and the def2-TZVPD basis) results for a 7-piece molecular cluster, C51H46B2ClN2O31 overall.

Last column: Mulliken charge in e.
CARTESIAN COORDINATES (ANGSTROEM)
C 1.14760 -1.82550 0.55627  -0.863
C 1.95837 -0.65693 -0.17412  -0.018
C 1.98688 0.59795 0.84972  -0.362
N 0.79442 1.42327 0.53862  0.590
C 1.10952 2.79023 0.07247  -0.790
O 0.82519 2.72733 -1.35920  -0.465
B -0.59818 3.04916 -1.59018  0.477
Cl -0.96482 4.12851 -3.08960  -0.455
O -1.53816 1.94268 -1.27920  0.284
C -2.60881 1.87177 -2.17463  -0.228
O -3.67905 2.40491 -1.84651  -0.601
C -2.45888 1.07822 -3.53917  0.615
C -2.68610 1.75426 -4.86846  -0.184
C -2.51180 0.94224 -6.14673  -0.581
C -2.15086 -0.52218 -6.03728  -0.333
C -1.91516 -1.20644 -4.70914  -0.616
C -2.07806 -0.39409 -3.44736  -0.277
O -0.85456 3.99925 -0.46102  -0.891
C 0.17459 4.02295 0.53095  1.243
C -0.44966 4.03441 1.99651  -0.790
C -2.01701 4.33554 1.88569  0.171
C -2.68140 4.56348 3.32524  0.213
N -2.57506 5.90878 3.91273  -0.639
O -3.29485 3.65273 3.90424  -0.499
B 1.14400 5.30494 0.19056  0.831
O 0.91854 6.07265 -1.00880  -0.591
O 2.24627 5.69861 1.02413  -0.721
H 0.09775 -1.44562 0.80804  0.116
H 1.67450 -2.09646 1.52264  0.108
H 1.08131 -2.71854 -0.15464  0.416
H 1.44357 -0.39079 -1.14273  0.325
H 3.01729 -1.01925 -0.38392  -0.034
H 2.96945 1.15304 0.75413  0.295
H 1.82914 0.14331 1.88587  -0.124
H 0.09075 1.40572 1.28093  0.042
H 2.19765 3.08934 0.17236  -0.170
H -2.98176 2.84192 -4.88004  0.378
H -2.65070 1.43725 -7.14575  0.321
H -2.04835 -1.15412 -6.97448  0.285
H -1.65389 -2.29742 -4.65159  0.352
H -1.90938 -0.86811 -2.44247  0.445
H 0.04311 4.88151 2.58700  0.390
H -0.23070 3.08893 2.60027  -0.016
H -2.26819 5.23441 1.25241  0.252
H -2.49184 3.37794 1.48749  0.078
H -1.62070 6.11696 4.22588  0.305
H -2.76602 6.56497 3.14473  0.327
H 1.36067 5.57207 -1.72635  0.239
H 3.06497 5.54830 0.49237  0.428
C 6.53311 -1.13022 1.59376  -0.914
C 7.85715 -1.01699 1.46717  0.395
C 8.59280 -1.68831 0.35594  0.809
O 9.79984 -1.54569 0.26270  -0.627
C 7.82106 -2.50472 -0.58496  -0.898
C 6.49679 -2.62072 -0.45506  0.280
C 5.75998 -1.92717 0.64053  0.960
O 4.54978 -2.04200 0.71928  -0.565
O 5.76573 -3.37308 -1.31239  -0.606
O 8.59204 -0.28568 2.34190  -0.589
H 5.98579 -0.64746 2.39249  0.648
H 8.36780 -3.00029 -1.37556  0.421
H 4.84131 -3.29238 -1.00643  0.360
H 9.51457 -0.36124 2.03210  0.340
C -1.91165 0.68372 5.49543  -0.989
C -2.40598 0.35990 6.69235  0.471
C -2.80029 -1.04138 7.01852  0.897
O -3.23040 -1.30144 8.12950  -0.648
C -2.65557 -2.05755 5.97300  -0.815
C -2.16420 -1.73298 4.77443  0.133
C -1.74426 -0.33670 4.45765  1.085
O -1.28302 -0.08510 3.35907  -0.419
O -2.02505 -2.65783 3.79406  -0.616
O -2.57071 1.29028 7.66556  -0.594
H -1.62015 1.69559 5.24641  0.389
H -2.96140 -3.06601 6.21617  0.444
H -1.65054 -2.17443 3.03178  0.281
H -2.93946 0.80538 8.42779  0.338
C -5.20600 -4.20588 -2.72208  -0.922
C -6.36807 -4.61214 -2.20840  -0.124
C -6.73350 -4.33352 -0.78954  0.976
O -7.81385 -4.70627 -0.36447  -0.635
C -5.76273 -3.61909 0.04221  -0.980
C -4.59692 -3.21456 -0.47013  0.044
C -4.24410 -3.47035 -1.89748  1.181
O -3.18058 -3.07106 -2.33318  -0.514
O -3.68614 -2.55492 0.28407  -0.414
O -7.27018 -5.29755 -2.95757  -0.409
H -4.93239 -4.40036 -3.74852  0.747
H -6.03187 -3.43845 1.07392  0.468
H -2.93568 -2.37153 -0.31360  0.267
H -8.02347 -5.47418 -2.36129  0.319
C -7.28419 -6.96822 -8.71280  -0.987
C -8.44747 -7.37435 -8.19878  0.330
C -8.81173 -7.09483 -6.77882  0.951
O -9.89132 -7.46616 -6.35276  -0.618
C -7.83981 -6.38095 -5.94822  -0.647
C -6.67474 -5.97752 -6.46112  -0.125
C -6.32189 -6.23279 -7.88765  0.897
O -5.25719 -5.83321 -8.32333  -0.620
O -5.76302 -5.31763 -5.70540  -0.370
O -9.35009 -8.05809 -8.94485  -0.567
H -7.00944 -7.16261 -9.74072  0.416
H -8.10678 -6.19965 -4.91746  0.653
H -5.01158 -5.13469 -6.30260  0.321
H -10.10160 -8.23285 -8.34655  0.352
C 3.42770 0.40705 5.82138  -1.110
C 2.85031 0.14029 6.99542  0.444
C 2.38419 -1.23510 7.33976  1.018
O 1.87920 -1.44197 8.42912  -0.647
C 2.55268 -2.28915 6.33663  -0.766
C 3.12691 -2.02126 5.16104  0.369
C 3.61748 -0.65271 4.82883  0.747
O 4.15140 -0.45609 3.75290  -0.400
O 3.28912 -2.98116 4.21824  -0.635
O 2.66311 1.10686 7.92667  -0.593
H 3.77169 1.39883 5.56032  0.475
H 2.19466 -3.27749 6.59091  0.441
H 3.72619 -2.53652 3.46446  0.246
H 2.23083 0.66126 8.68020  0.340
C 7.16501 6.17322 -2.87934  -0.759
C 5.98940 5.80528 -2.36232  0.134
C 5.65241 6.06908 -0.93223  0.713
O 4.56366 5.73600 -0.50157  -0.436
C 6.66181 6.72199 -0.09648  -0.992
C 7.83747 7.08607 -0.61343  0.445
C 8.16463 6.84745 -2.04934  0.972
O 9.24245 7.21161 -2.48674  -0.620
O 8.78584 7.68928 0.14399  -0.572
O 5.05445 5.17866 -3.11425  -0.561
H 7.42132 5.99031 -3.91396  0.428
H 6.41158 6.89135 0.94206  0.455
H 9.53583 7.85083 -0.45993  0.345
H 4.29834 5.01983 -2.51634  0.272

Properties
HOMO level   -5.3 eV
Electronic energy   -133961.9198 eV
Net charge   -1
Gap between HOMO and LUMO   4.84 eV
M   1239.99 g mol⁻¹